[1]
Computed, not measured: 8 unconnected molecules or ions with the total composition C13H23Cl19, with ωB97M-V with the def2-TZVPD basis set.

Results
**SMILES**: ClC(Cl)Cl.ClC(Cl)Cl.ClC(Cl)Cl.ClCCCl.ClCCCl.ClCCCl.ClCCCl.ClCCCl
**Net charge**: 0
**Relative energy (zero: lowest compared OMol25 entry of this formula, charge and spin)**: 0.000 eV
**HOMO-LUMO gap**: 10.84 eV

Geometry (Å):
Cl  1.08084  4.51386  4.82829
C  1.75297  3.03234  4.13724
Cl  0.47885  1.83128  3.84329
Cl  2.99671  2.34861  5.19652
H  2.22373  3.29287  3.19803
Cl  -1.03079  -0.15185  0.84092
C  0.72748  -0.36047  0.84151
Cl  1.49540  0.31495  -0.56154
Cl  1.12270  -2.08804  1.01249
H  1.21131  0.11607  1.68627
Cl  -1.44281  -1.42552  -2.38176
C  -0.91586  0.09206  -3.17630
Cl  -1.70218  1.48501  -2.41684
Cl  -1.36825  -0.02218  -4.86479
H  0.15326  0.20264  -3.05003
Cl  -5.06613  -2.36291  0.83902
C  -4.93143  -0.59530  0.68875
C  -5.23024  -0.09205  -0.71670
Cl  -5.16521  1.67351  -0.65743
H  -3.92802  -0.36936  1.03801
H  -5.64042  -0.07998  1.33701
H  -6.22585  -0.41679  -1.00473
H  -4.47357  -0.46105  -1.40717
Cl  3.87375  -0.85356  -2.89661
C  3.31498  -2.50585  -3.30540
C  2.04762  -2.93505  -2.59994
Cl  1.82178  -4.70617  -2.79734
H  4.12766  -3.18109  -3.05789
H  3.16304  -2.47696  -4.38170
H  1.16372  -2.38104  -2.89998
H  2.17504  -2.78750  -1.52834
Cl  4.57704  1.92430  1.91271
C  4.88611  1.34083  0.25240
C  5.16711  2.48258  -0.68910
Cl  3.69223  3.35157  -1.19497
H  4.08101  0.70514  -0.10237
H  5.78092  0.71870  0.29065
H  5.64863  2.07156  -1.57683
H  5.83368  3.22021  -0.25191
Cl  0.57973  3.27839  0.80671
C  -1.15636  3.64175  0.63479
C  -1.34833  4.60318  -0.50704
Cl  -3.07735  5.02595  -0.70517
H  -1.45068  3.98378  1.62638
H  -1.67404  2.69627  0.48912
H  -1.01089  4.07045  -1.39779
H  -0.78382  5.52984  -0.49963
Cl  -1.27778  -3.94900  3.60821
C  -1.56895  -4.21551  1.87964
C  -2.86509  -4.96036  1.66289
Cl  -2.78601  -6.60332  2.34908
H  -0.69857  -4.77142  1.53047
H  -1.53464  -3.28864  1.30703
H  -3.14361  -5.04968  0.61519
H  -3.68043  -4.45704  2.17663

=====

[2]
Computed, not measured: a molecular structure, C41H38InN6O5PS2, with ωB97M-V with the def2-TZVPD basis set.

Results
**Net charge**: 0
**Relative energy (zero: lowest compared OMol25 entry of this formula, charge and spin)**: 0.855 eV
**HOMO-LUMO gap**: 8.12 eV

Geometry (Å):
In  -0.21473  -0.00429  0.73822
C  -1.44032  -2.26482  -1.42300
N  -1.89654  -0.96548  -0.88178
C  -3.14381  -1.12525  -0.10670
C  -3.52231  0.14334  0.62041
C  -4.83725  0.55356  0.73754
C  -5.10437  1.74400  1.39931
C  -4.05266  2.48724  1.90071
C  -2.76090  2.01471  1.73466
N  -2.50810  0.85463  1.11495
C  -2.08582  0.00879  -1.97036
C  -0.79756  0.39070  -2.66461
C  -0.82961  1.23764  -3.76418
C  0.36995  1.62605  -4.32770
C  1.55650  1.14102  -3.79076
C  1.48493  0.28625  -2.70770
N  0.32886  -0.08094  -2.15167
C  -0.52006  -3.01616  -0.49260
C  -0.71196  -4.35705  -0.21167
C  0.19489  -5.00332  0.61125
C  1.26099  -4.28863  1.12707
C  1.36915  -2.94574  0.81093
N  0.50450  -2.31987  0.00793
H  -2.29399  -2.89417  -1.68781
H  -0.87658  -2.06273  -2.32958
H  -3.96631  -1.43432  -0.76029
H  -2.98027  -1.91938  0.62512
H  -5.63400  -0.04839  0.31653
H  -6.12514  2.09034  1.50600
H  -4.21736  3.43063  2.40509
H  -1.90657  2.57070  2.09858
H  -2.79552  -0.38425  -2.70799
H  -2.51450  0.91635  -1.54612
H  -1.77548  1.59395  -4.15653
H  0.38435  2.30375  -5.17279
H  2.51599  1.43230  -4.19660
H  2.37794  -0.12359  -2.24696
H  -1.56805  -4.88163  -0.61938
H  0.05555  -6.04632  0.86479
H  1.98100  -4.74906  1.78986
H  2.15174  -2.32787  1.23146
O  -0.14012  3.81175  1.32136
S  0.59686  2.62558  0.93643
O  1.98868  2.85418  0.61521
O  -0.12467  1.90106  -0.23073
O  0.46955  1.53782  2.03100
O  2.24019  -0.12320  0.27931
P  3.70379  0.18812  0.38149
C  4.29058  -0.14879  2.05335
C  5.60437  -0.52553  2.33326
C  5.99284  -0.78371  3.63778
C  5.07187  -0.66312  4.67222
C  3.76617  -0.28245  4.39924
C  3.36617  -0.02457  3.09276
C  4.36013  1.80853  -0.05360
C  4.99101  2.60586  0.89358
C  5.57319  3.80819  0.50972
C  5.51504  4.21795  -0.81399
C  4.86814  3.42996  -1.76085
C  4.29626  2.22834  -1.38272
C  4.60153  -0.90973  -0.76789
C  5.94418  -0.72034  -1.10924
C  6.59015  -1.61803  -1.94691
C  5.89763  -2.70330  -2.47422
C  4.55518  -2.87799  -2.17229
C  3.91244  -1.98504  -1.32271
H  6.33002  -0.62900  1.53689
H  7.01340  -1.08173  3.84710
H  5.37564  -0.86488  5.69254
H  3.05313  -0.18379  5.20537
H  2.34775  0.29341  2.88207
H  5.01518  2.29911  1.93214
H  6.05974  4.43051  1.25056
H  5.96397  5.15728  -1.10934
H  4.81730  3.75303  -2.79325
H  3.79407  1.61221  -2.12039
H  6.48265  0.14481  -0.73843
H  7.63208  -1.46238  -2.20120
H  6.40229  -3.40214  -3.13085
H  4.00222  -3.70416  -2.60419
H  2.85997  -2.09856  -1.11201
C  0.64430  -3.56599  6.80174
C  0.28847  -2.33652  6.01289
C  0.38966  -1.06671  6.56919
C  0.08809  -0.00477  5.74410
N  -0.31013  -0.15346  4.48439
C  -0.41589  -1.40931  4.04048
S  -1.10878  -1.69468  2.44468
N  -0.10962  -2.51246  4.75217
H  0.17861  -3.54536  7.78889
H  1.72546  -3.62111  6.94847
H  0.31816  -4.45291  6.26409
H  0.69776  -0.91997  7.59659
H  0.16915  1.02011  6.09824

=====

[3]
Computed, not measured: a molecular structure, C9H38AlI2N18O10, with ωB97M-V with the def2-TZVPD basis set.

Results
**Net charge**: -1
**Relative energy (zero: lowest compared OMol25 entry of this formula, charge and spin)**: 0.000 eV
**HOMO-LUMO gap**: 7.27 eV

Geometry (Å):
O  -5.07784  -6.14256  -5.27362
Al  -3.99207  -4.76916  -5.21442
I  -4.23634  -3.65966  -2.85939
I  -4.48810  -2.99539  -7.01926
H  -6.01365  -5.92821  -5.38926
H  -2.50870  -5.29866  -5.35726
C  -0.66419  -0.87402  -2.41120
O  -0.49347  -1.88637  -3.05909
N  0.01797  0.28581  -2.63506
N  -1.55280  -0.79969  -1.37604
H  -0.08728  1.11297  -2.07320
H  0.71749  0.26302  -3.35587
H  -2.09661  -1.61856  -1.16506
H  -1.66709  0.03078  -0.82857
C  1.86792  2.50827  0.06920
O  0.74309  2.11995  -0.24681
N  2.17125  2.79343  1.36600
N  2.86231  2.68219  -0.81780
H  3.07728  3.08509  1.68785
H  1.41769  2.69674  2.02578
H  2.65219  2.47195  -1.77853
H  3.78292  3.02674  -0.57151
C  -4.68084  -5.05602  2.07870
O  -5.09006  -4.51827  3.11081
N  -4.51464  -6.39362  1.97671
N  -4.38499  -4.33775  0.97236
H  -4.31846  -6.85871  1.09619
H  -4.76287  -6.93772  2.78398
H  -4.57458  -3.35177  1.00737
H  -3.99442  -4.72218  0.13030
C  -1.65983  -2.78653  4.90657
O  -0.55321  -2.74228  5.42007
N  -2.36669  -1.65318  4.60728
N  -2.29636  -3.93906  4.58741
H  -3.27973  -1.68033  4.19200
H  -1.93853  -0.77194  4.82301
H  -1.82276  -4.80374  4.78112
H  -3.21350  -3.98194  4.16301
C  5.41970  5.11716  0.26940
O  5.42299  3.90888  0.01095
N  6.46860  5.89741  -0.05781
N  4.37577  5.70032  0.89438
H  6.50623  6.88508  0.11569
H  7.21649  5.47940  -0.59322
H  3.57374  5.13121  1.10831
H  4.30863  6.67382  1.12849
C  0.75271  6.01305  2.43443
O  1.80685  6.27111  1.87875
N  -0.44852  6.30518  1.87196
N  0.68734  5.35434  3.61997
H  -1.32739  6.06827  2.29976
H  -0.44556  6.77469  0.98313
H  1.55612  5.10030  4.05700
H  -0.17798  5.10343  4.06401
C  8.72816  4.58471  -2.83158
O  8.31163  5.61015  -2.31349
N  8.38496  3.35233  -2.37481
N  9.55329  4.60622  -3.91354
H  8.70541  2.50036  -2.79657
H  7.73747  3.30030  -1.60267
H  9.81283  5.50721  -4.27481
H  9.89673  3.77756  -4.36218
C  -2.40370  2.57375  1.91389
O  -3.11980  3.21217  2.67552
N  -1.34948  3.15054  1.28235
N  -2.60891  1.25663  1.65139
H  -0.71306  2.67827  0.65414
H  -1.20694  4.12455  1.48299
H  -3.39549  0.81643  2.09490
H  -2.03276  0.72444  1.02807
C  -4.16187  -8.25645  -1.64524
O  -4.24393  -7.69623  -0.55585
N  -4.06065  -9.62016  -1.71695
N  -4.15344  -7.61419  -2.82339
H  -3.99576  -10.11754  -2.58543
H  -4.06431  -10.12869  -0.85153
H  -4.25142  -6.61392  -2.86792
H  -4.04518  -8.08168  -3.70628

=====

[4]
Computed, not measured: a molecular structure, C9H12F9NaO15S3, with ωB97M-V with the def2-TZVPD basis set.

Results
**2S+1**: 2
**Net charge**: -1
**HOMO-LUMO gap (spin up / spin down)**: 8.45 / 3.99 eV

Geometry (Å):
Na  15.40952  11.04172  -6.53073
C  15.57248  6.14550  -7.07404
F  14.41076  6.22614  -6.45281
F  16.03128  4.92865  -6.90636
F  15.34018  6.30771  -8.38493
S  16.85822  7.47101  -6.45951
O  18.11977  7.29299  -7.13482
O  16.18769  8.77838  -6.77198
O  16.90340  7.32505  -5.00695
C  20.24531  12.55599  -5.55047
F  20.54636  13.20088  -6.70521
F  21.31584  11.87611  -5.06166
F  19.85476  13.41823  -4.61054
S  18.91633  11.18215  -5.97013
O  17.69719  11.86425  -6.50980
O  19.62738  10.37145  -6.98856
O  18.64050  10.45049  -4.71937
C  13.37544  11.57542  -2.51451
F  13.74138  12.80192  -2.93188
F  14.17902  11.12895  -1.56891
F  12.07117  11.51019  -2.09997
S  13.67924  10.39904  -4.03766
O  13.29363  11.12245  -5.22331
O  15.12418  10.13851  -4.06426
O  12.86740  9.18767  -3.76162
C  16.61959  14.36625  -3.94216
O  15.90251  15.16282  -4.94681
C  15.17862  14.63130  -5.86588
O  15.01446  13.48050  -6.14852
O  14.59725  15.68013  -6.49290
C  13.49069  15.45192  -7.46204
H  15.82948  14.04185  -3.26496
H  17.33399  14.97733  -3.39051
H  17.24097  13.54941  -4.30924
H  12.55579  15.06933  -7.05256
H  13.82436  14.75737  -8.23298
H  13.23512  16.30891  -8.08521
C  17.01386  12.38981  -9.27227
O  16.01276  12.16515  -10.28481
C  14.88689  11.50766  -10.00788
O  14.57147  11.04482  -8.84570
O  14.29606  11.32634  -11.17021
C  13.15862  10.54381  -11.25852
H  16.69601  13.17493  -8.58623
H  17.92469  12.80433  -9.70430
H  17.27270  11.50009  -8.69825
H  12.52769  10.83823  -10.41986
H  13.31742  9.48162  -11.07239
H  12.59375  10.64617  -12.18510

=====

Which formula does entry 1 have? C13H23Cl19